Record 1
The following is a quantum chemistry calculation of a gas-phase ion, C5H4NO3 (charge -1), from the OMol25 dataset.

XYZ file:
```
13
Properties=species:S:1:pos:R:3
C -0.4180 -2.6484 0.4763
C -0.3061 -1.2033 0.3690
C -1.4341 -2.5521 1.4368
C -1.1411 -1.0273 1.5796
C -0.1479 1.0918 -0.4382
N 0.2184 -0.3135 -0.5469
O 1.0453 -0.6992 -1.4629
O -2.1882 -3.3252 2.0049
O -1.2465 -0.1154 2.3484
H 0.1281 -3.4855 0.0556
H 0.4153 1.4938 0.4803
H 0.0915 1.6028 -1.3921
H -1.1628 1.1563 -0.0921
```

Results
**DFT total energy**: -12880.2339 eV
**E_LUMO (alpha / beta)**: 3.9114 / 3.9114 eV
**Highest occupied orbital energy (alpha / beta)**: -2.77 / -2.77 eV
**ΔE to the lowest compared entry with this formula, charge and spin**: 336.7 kJ/mol
**SMILES**: CN([O-])c1cc(=O)c1=O
**Charge**: -1



Record 2
The following is a quantum chemistry calculation of a gas-phase ion, C3H7N2O2 (charge +1), from the OMol25 dataset.

XYZ file:
```
14
Properties=species:S:1:pos:R:3
C 1.0487 0.3850 -1.1473
C -0.1287 -0.9299 0.3014
C -0.5616 0.5195 0.3685
N 0.9109 -0.8494 -0.7982
N 0.2459 1.2460 -0.6368
O 0.6366 -1.3334 1.4154
O -1.9815 0.4082 -0.0076
H 1.8926 0.5314 -1.9226
H -1.0625 -1.5620 0.0666
H -0.4209 1.0542 1.3773
H 1.6527 -1.6120 -0.6800
H 0.2445 2.2602 -0.6186
H 0.1035 -1.3391 2.2279
H -2.5802 1.2213 0.0539
```

Results
**DFT total energy**: -10292.1268 eV
**E_LUMO**: -3.6518 eV
**Highest occupied orbital energy**: -15.60 eV
**ΔE to the lowest compared entry with this formula, charge and spin**: 66.0 kJ/mol
**SMILES**: O[C@@H]1NC=[NH+][C@H]1O
**Charge**: +1



Record 3
The following is a quantum chemistry calculation of a molecular structure, C45H49MnN2O2Si2, from the OMol25 dataset.

XYZ file:
```
101
Properties=species:S:1:pos:R:3
Mn 0.9439 -0.3851 -0.5108
O -0.2096 -1.3968 -0.3378
C -0.6107 -2.5901 0.2729
C 0.5235 -3.6104 -0.0519
C 1.8410 -3.1808 0.5287
C 2.5080 -3.9503 1.4745
C 3.7619 -3.5547 1.9096
C 4.3495 -2.4418 1.3307
C 3.6447 -1.7290 0.3683
C 4.2981 -0.6278 -0.4171
C 3.5555 0.7230 -0.2038
O 2.2301 0.4521 -0.5338
C 4.1208 1.8475 -1.0758
C 4.4362 1.6293 -2.4144
C 4.8956 2.6753 -3.1996
C 5.0403 3.9487 -2.6622
C 4.7227 4.1683 -1.3319
C 4.2668 3.1294 -0.5405
C 3.6483 1.0759 1.2773
C 4.8961 1.1863 1.8899
C 4.9745 1.4668 3.2417
C 3.8200 1.6430 3.9918
C 2.5788 1.5549 3.3787
C 2.4966 1.2710 2.0278
N 2.3878 -2.0622 0.0350
C -1.9482 -3.1577 -0.2136
C -2.0665 -3.6950 -1.4935
C -3.2334 -4.3372 -1.8793
C -4.3131 -4.4107 -1.0101
C -4.2263 -3.8255 0.2422
C -3.0497 -3.2145 0.6437
C -0.6159 -2.3879 1.7896
C -0.8103 -3.4943 2.6153
C -0.8281 -3.3407 3.9881
C -0.6452 -2.0866 4.5522
C -0.4355 -0.9855 3.7364
C -0.4258 -1.1344 2.3579
H 0.6277 -3.6772 -1.1387
H 0.2393 -4.5882 0.3287
H 2.0588 -4.8528 1.8534
H 4.2860 -4.1282 2.6592
H 5.3532 -2.1557 1.6007
H 4.2539 -0.9007 -1.4757
H 5.3367 -0.5233 -0.1161
H 4.3370 0.6511 -2.8637
H 5.1571 2.4953 -4.2303
H 5.4124 4.7567 -3.2727
H 4.8417 5.1495 -0.9028
H 4.0318 3.3188 0.4955
H 5.8047 1.0717 1.3170
H 5.9421 1.5333 3.7148
H 3.8870 1.8555 5.0472
H 1.6814 1.7060 3.9566
H 1.5239 1.2228 1.5315
H -1.2534 -3.6157 -2.1985
H -3.2900 -4.7996 -2.8534
H -5.2120 -4.9264 -1.3027
H -5.0658 -3.8642 0.9185
H -2.9971 -2.7972 1.6380
H -0.9836 -4.4693 2.1873
H -0.9845 -4.2069 4.6102
H -0.6830 -1.9643 5.6231
H -0.2930 -0.0067 4.1691
H -0.2984 -0.2473 1.7175
C -4.0392 1.7790 -3.5774
Si -3.0547 0.4358 -2.6264
C -4.2870 -0.9468 -2.2286
C -1.4279 -0.0486 -3.4934
C -2.5594 1.4495 -1.0639
C -1.3706 2.2105 -1.1657
C -1.6763 3.5825 -1.3472
C -0.7008 4.4369 -1.8140
C 0.5802 3.9422 -2.0070
C 0.8243 2.6197 -1.6834
N -0.1094 1.7553 -1.2814
Si -3.7120 1.7959 0.4530
C -4.1059 0.0164 1.0131
C -2.6782 2.6495 1.7969
C -5.2278 2.7361 -0.2221
H -4.2041 1.4007 -4.5815
H -3.5251 2.7286 -3.6526
H -5.0148 1.9474 -3.1369
H -4.6158 -1.4107 -3.1538
H -5.1702 -0.5454 -1.7440
H -3.8788 -1.7295 -1.6018
H -1.6148 -0.7434 -4.3081
H -0.7021 -0.5180 -2.8161
H -0.9550 0.8279 -3.9316
H -2.6823 3.9250 -1.1820
H -0.9269 5.4773 -1.9924
H 1.3795 4.5743 -2.3545
H 1.8335 2.2391 -1.7527
H -3.2631 -0.6477 0.8672
H -4.9573 -0.3895 0.4827
H -4.3497 0.0142 2.0701
H -1.7528 2.1054 1.9756
H -3.2195 2.6718 2.7400
H -2.4191 3.6771 1.5613
H -5.7194 2.1885 -1.0196
H -4.9847 3.7283 -0.5925
H -5.9489 2.8551 0.5811
```

Results
**DFT total energy**: -101582.8301 eV
**E_LUMO (alpha / beta)**: -10.9348 / -10.6029 eV
**Highest occupied orbital energy (alpha / beta)**: -16.27 / -16.27 eV
**Spin multiplicity**: 2
**Charge**: +3



Record 4
The following is a quantum chemistry calculation of CH3ClN2O2 in the gas phase, from the OMol25 dataset.

XYZ file:
```
9
Properties=species:S:1:pos:R:3
C 1.1151 -0.3049 -0.6411
N -0.8354 -0.1704 0.7947
N -0.1966 0.1992 -0.2059
O -0.6399 1.3882 -0.9924
O -1.9768 0.4704 1.0312
Cl 2.3885 -0.3742 0.6429
H 0.9378 -1.4338 -0.9453
H 1.5203 0.2912 -1.4891
H -2.3130 -0.0657 1.8050
```

Results
**DFT total energy**: -20677.8835 eV
**E_LUMO (alpha / beta)**: -0.1339 / -0.1346 eV
**Highest occupied orbital energy (alpha / beta)**: -9.54 / -9.54 eV
**ΔE to the lowest compared entry with this formula, charge and spin**: 297.3 kJ/mol
**SMILES**: [O-]/[N+](CCl)=N\O
**Charge**: 0



Record 5
The following is a quantum chemistry calculation of 2 unconnected molecules or ions with the total composition C35H46BFN6O9S2, from the OMol25 dataset.

XYZ file:
```
100
Properties=species:S:1:pos:R:3
C -3.6320 -2.9328 -2.8881
C -2.3536 -2.6597 -3.1175
C -0.9845 -1.8754 -3.4690
C -0.8638 -2.1065 -5.0725
N -1.7570 -3.2888 -5.4232
C -0.9590 -4.5329 -5.6535
N 0.0939 -2.7193 -2.8308
O -0.1830 -3.4626 -1.7185
C 1.3161 -1.7953 -2.8000
C 2.5775 -2.4669 -2.0500
N 2.4797 -2.5133 -0.5569
C 3.8264 -2.4517 0.1140
C 0.8946 -0.2566 -2.4806
C 1.6284 0.5619 -3.6658
C 3.2301 0.3671 -3.7480
C 4.0113 1.6736 -4.3352
F 5.3531 1.1822 -4.7036
C 1.0426 0.3118 -0.9774
N 2.4289 0.7869 -0.6282
C 2.5201 2.2906 -0.8335
C -0.7203 -0.4066 -2.8289
N -1.5332 -0.4359 -1.5713
C -1.4320 0.7491 -3.7035
C -1.2171 2.2527 -3.1582
C -2.5665 3.0315 -2.7372
S -3.3968 2.3823 -1.2094
C -3.0698 3.4626 0.2589
S -2.7411 5.1139 -0.0086
N -3.1322 2.8799 1.6211
C -1.7879 2.6816 2.2282
C -0.4123 3.1633 1.6358
C 0.9723 2.8537 2.3620
C 0.9840 2.0391 3.7119
C -0.3688 1.5619 4.3786
C -1.7145 1.8969 3.6271
C -3.9585 1.6428 1.6813
C -5.4712 1.8041 2.1263
C -6.3367 0.4883 2.2327
C -5.7717 -0.9778 1.9305
C -4.2706 -1.1354 1.4666
C -3.4028 0.1717 1.3628
H -4.7681 -3.1632 -2.8781
H 0.1898 -2.3937 -5.4444
H -1.2378 -1.2352 -5.7195
H -2.3105 -3.0187 -6.2630
H 0.0130 -4.3877 -6.2535
H -1.6134 -5.2683 -6.2826
H -0.7709 -5.0995 -4.6478
H 0.4303 -3.4553 -3.4993
H 0.1378 -4.3872 -1.9249
H 1.6473 -1.8749 -3.9187
H 3.5910 -2.0180 -2.4123
H 2.6111 -3.5838 -2.4094
H 2.1010 -3.4478 -0.2883
H 3.9535 -1.5185 0.8047
H 4.0105 -3.3807 0.7982
H 4.7207 -2.4222 -0.6143
H 1.1907 0.1549 -4.6669
H 1.4251 1.6992 -3.6658
H 3.4348 -0.4844 -4.5032
H 3.7450 0.1058 -2.7554
H 3.4450 1.9687 -5.3105
H 4.0551 2.5511 -3.5956
H 0.7807 -0.5692 -0.2574
H 0.3206 1.1637 -0.7031
H 2.6490 0.5477 0.3564
H 1.6684 2.8298 -0.2685
H 2.4137 2.5799 -1.9487
H 3.5149 2.7215 -0.4066
H -1.3375 -1.2567 -0.9777
H -2.5402 -0.2876 -1.7344
H -2.5685 0.5282 -3.7477
H -1.0244 0.6990 -4.7857
H -0.4737 2.3591 -2.2887
H -0.7571 2.8612 -4.0446
H -2.3288 4.1576 -2.6606
H -3.3357 2.9164 -3.6092
H -0.3667 3.7583 0.6571
H 1.9677 3.2201 1.9072
H 1.9663 1.7702 4.2431
H -0.4338 0.9680 5.3765
H -2.6902 1.5055 4.1193
H -5.9363 2.8284 2.3810
H -7.4385 0.5584 2.5454
H -6.4075 -1.9251 2.0440
H -3.7552 -2.1456 1.2358
H -2.2817 0.1450 1.0454
B 2.2375 0.2611 9.1090
O 0.8746 -0.1902 9.4297
C 0.4690 0.5114 10.4920
O -0.6136 0.3869 11.0165
C 1.5246 1.4318 10.9044
O 1.4727 2.2062 11.8316
O 2.5797 1.2966 10.0956
O 3.1902 -0.8587 9.1685
C 3.7494 -0.9615 7.9609
O 4.5827 -1.7871 7.6639
C 3.2009 0.0631 7.0768
O 3.4984 0.2380 5.9159
O 2.3049 0.7963 7.7393
```

Results
**DFT total energy**: -89455.7787 eV
**E_LUMO**: -2.1211 eV
**Highest occupied orbital energy**: -8.13 eV
**Charge**: 0



Record 6
The following is a quantum chemistry calculation of 2 unconnected molecules or ions with the total composition C9H14, from the OMol25 dataset.

XYZ file:
```
23
Properties=species:S:1:pos:R:3
C 1.7124 3.5751 -1.4460
C 0.9202 3.5465 -2.7377
H 2.7885 3.4956 -1.6328
H 1.7237 4.5569 -0.9598
H 1.3452 2.8837 -0.6920
H -0.0370 3.0422 -2.5516
H 0.5235 4.4971 -3.0925
H 1.3716 2.9103 -3.4996
C -1.3489 -3.0890 2.0778
C 0.2069 0.0984 -0.2927
C -1.1535 0.0271 -0.0675
C 1.1154 -0.7690 0.3128
C -1.6801 -1.0885 0.6273
C 0.5729 -1.7962 1.0608
C -0.8030 -1.9590 1.2506
H 0.4842 0.9243 -0.9404
H -1.8961 0.6100 -0.5931
H 2.1636 -0.5124 0.2699
H -2.7460 -1.2222 0.7578
H 1.2644 -2.4555 1.5797
H -0.8679 -4.0443 1.8688
H -2.4199 -3.2443 1.9210
H -1.2762 -2.8532 3.1458
```

Results
**DFT total energy**: -9559.5434 eV
**E_LUMO**: 1.0417 eV
**Highest occupied orbital energy**: -9.04 eV
**ΔE to the lowest compared entry with this formula, charge and spin**: 61.6 kJ/mol
**SMILES**: Cc1ccccc1.CC
**Charge**: 0



Record 7
The following is a quantum chemistry calculation of C5H7NO in the gas phase, from the OMol25 dataset.

XYZ file:
```
14
Properties=species:S:1:pos:R:3
C 1.2405 -1.0795 -0.9678
C 0.5257 -0.0167 -0.4969
C 1.8039 0.2248 -1.1261
C -1.3767 -0.9965 0.6830
C -0.7425 0.2610 0.2589
N 2.8592 0.8430 -1.7029
O 2.7705 2.2682 -1.8959
H 1.3098 -2.1210 -0.8691
H -0.7780 -1.5440 1.6205
H -1.4178 -1.7236 -0.0675
H -2.3410 -0.8760 1.1456
H -0.4610 0.9642 1.1418
H -1.4458 0.8672 -0.2538
H 3.6405 2.6105 -2.3436
```

Results
**DFT total energy**: -8830.5588 eV
**E_LUMO**: 0.8536 eV
**Highest occupied orbital energy**: -7.97 eV
**ΔE to the lowest compared entry with this formula, charge and spin**: 544.6 kJ/mol
**SMILES**: CCc1c/c1=N/O
**Charge**: 0



Record 8
The following is a quantum chemistry calculation of 2 unconnected molecules or ions with the total composition C2H2N2OS, from the OMol25 dataset.

XYZ file:
```
8
Properties=species:S:1:pos:R:3
C -1.4698 -1.0766 -0.0742
C 2.9881 -0.8157 0.2811
N -2.1946 -0.1895 0.3452
N 1.8757 -0.4069 0.1502
O 3.9213 -1.5112 0.2486
S -0.9632 -2.5056 -0.2886
H 1.6629 0.4880 0.5645
H -2.2156 0.7647 0.1174
```

Results
**DFT total energy**: -17968.4931 eV
**E_LUMO**: 0.3677 eV
**Highest occupied orbital energy**: -9.55 eV
**ΔE to the lowest compared entry with this formula, charge and spin**: 46.6 kJ/mol
**SMILES**: N=C=O.N=C=S
**Charge**: 0